(1)
{
  "formula": "C6H8N5",
  "method": "wB97M-V/def2-TZVPD",
  "lumo_energy_ev": -3.7,
  "homo_lumo_gap_ev": 9.0717,
  "e_above_lowest_kcal_mol": 22.1,
  "homo_energy_ev": -12.758,
  "smiles": "Nc1c[nH+]c(-c2ccn[nH]2)[nH]1",
  "charge": 1,
  "energy_ha": -506.936483,
  "multiplicity": 1,
  "species": ["C", "C", "H", "N", "H", "N", "H", "H", "C", "N", "H", "C", "N", "N", "H", "H", "H", "C", "C"],
  "xyz": [[-2.11525, -1.25144, -0.07556], [-3.44890, -0.75551, 0.23643], [-4.34464, -1.19211, 0.39938], [0.55032, 1.30990, 0.33938], [0.14336, 2.19032, 0.59596], [-3.46461, 0.52786, -0.00902], [2.41727, 2.09513, 0.88629], [4.28426, -0.42492, 0.17700], [0.08935, 0.20737, -0.18197], [3.52220, -0.54874, -0.34911], [3.42574, -1.49948, -0.53127], [-1.38720, -0.10166, -0.23987], [-2.23694, 0.96177, -0.31875], [1.11289, -0.67740, -0.35825], [-1.68850, -2.26840, -0.12531], [-2.01372, 1.89268, -0.23121], [0.88247, -1.63519, -0.52987], [1.95764, 1.18872, 0.34491], [2.31425, -0.01890, -0.02916]],
  "forces_ev_per_a": [[-0.1, -0.4, 1.0], [4.1, 1.2, -2.5], [-2.4, -1.7, 0.6], [2.4, -0.5, -0.8], [-0.7, -0.1, 0.0], [-1.0, 1.7, 0.5], [0.1, -2.0, -1.4], [3.3, 1.3, 2.6], [-2.8, -2.2, 0.3], [-3.1, -0.4, -2.0], [0.1, -1.9, -0.7], [2.2, 0.6, -0.8], [-0.8, -3.9, 0.9], [-1.0, 2.0, 0.2], [-0.6, 0.7, 0.4], [0.2, 2.4, 0.0], [0.5, -0.5, -0.3], [-0.3, 5.1, 3.1], [0.0, -1.4, -0.9]],
  "lowdin_charge": [0.026, -0.078, 0.081, 0.157, 0.177, 0.057, 0.175, 0.072, -0.159, 0.197, 0.093, -0.191, 0.051, 0.226, 0.117, 0.125, 0.176, 0.002, -0.306]
}

(2)
{
  "formula": "C35H55MgN2O2P2",
  "method": "wB97M-V/def2-TZVPD",
  "lumo_energy_ev": -2.6,
  "homo_lumo_gap_ev": 5.8144,
  "homo_energy_ev": -8.425,
  "charge": 1,
  "energy_ha": -2509.256992,
  "multiplicity": 1,
  "species": ["H", "O", "H", "H", "H", "H", "H", "H", "H", "P", "C", "H", "H", "H", "C", "H", "H", "H", "C", "C", "H", "C", "H", "H", "C", "H", "C", "H", "C", "Mg", "C", "H", "C", "C", "H", "H", "C", "N", "C", "C", "C", "H", "C", "C", "C", "H", "H", "H", "H", "H", "C", "C", "C", "H", "O", "C", "H", "C", "C", "H", "H", "H", "N", "C", "C", "C", "C", "H", "H", "H", "C", "H", "H", "H", "P", "H", "H", "H", "H", "C", "H", "H", "H", "H", "H", "C", "C", "H", "C", "C", "H", "H", "H", "H", "C", "H", "H"],
  "xyz": [[-5.34788, -0.50991, 1.71698], [0.25908, -0.79753, 2.57589], [2.45031, -4.41162, 0.07984], [3.10711, 1.87593, 1.18070], [2.65589, 2.44846, -0.43277], [1.06588, -0.27971, -4.17441], [-5.52360, 2.09847, 0.09593], [2.08521, -0.91324, -2.51882], [-1.99326, -0.04573, 3.46583], [-2.73294, 0.69908, 0.76880], [-2.84065, 1.33074, -1.96236], [4.92421, 1.55835, -2.05505], [-5.32356, 0.57463, -0.83646], [1.23425, 3.18338, -6.75055], [-1.40832, -2.97858, -2.59433], [1.34940, 0.70818, -6.45894], [-0.98110, -2.30060, 4.79966], [0.54720, 0.56110, 4.16771], [0.88254, 1.66384, -3.18445], [-3.47528, 1.75589, -0.62614], [0.25001, -3.51477, 4.44043], [-5.19864, 0.44383, 2.24181], [-3.24270, -1.68886, 1.07187], [-1.26585, -2.24443, 2.45151], [1.03961, -1.49713, 4.75314], [-3.47126, 3.82721, -1.19018], [0.88936, 3.59934, -4.65837], [4.70828, -2.10177, 1.58920], [1.55603, -1.02447, -1.55241], [-0.13994, 0.32425, 0.87879], [0.76822, 3.02913, -3.40812], [-5.30969, 2.14380, -1.65866], [-3.59707, 2.24193, 2.93479], [2.05682, -3.42290, -0.17943], [5.65063, -0.67271, -0.13375], [-1.98848, 3.34149, -0.32667], [-0.02849, -2.47297, 4.27090], [0.38016, 1.62759, -0.66257], [5.17388, 0.21602, 0.29512], [3.18665, -2.39816, 0.02788], [4.15747, 0.77897, -1.93496], [-4.00922, 2.25784, 3.95758], [0.19253, -1.47290, -1.56693], [3.71331, -2.54047, 1.46943], [-0.21487, -2.18993, 2.78702], [-5.62483, 0.33544, 3.25303], [4.99538, 0.05444, 1.36626], [-5.77931, 1.21888, 1.73359], [0.55553, -2.56767, -3.38621], [4.56074, -0.13140, -2.39416], [1.19073, 1.35615, -5.57144], [1.03406, -0.33781, 3.75418], [-3.08149, -0.15823, 3.39714], [3.25648, 1.09493, -2.48004], [0.05965, 3.26634, 2.72678], [3.45190, 1.97805, 0.14437], [3.77129, -3.61018, 1.71158], [-3.07992, 3.22181, -0.36160], [4.27295, -2.64134, -1.03863], [0.86028, -1.14160, 5.77205], [4.20151, -1.98953, -1.91826], [3.02806, -2.06312, 2.19207], [-0.75676, -1.11972, -0.60967], [3.88839, 0.61849, -0.43784], [-3.11640, -1.01679, 0.19761], [-2.35239, -2.60702, -1.62965], [-0.29309, 2.39206, 2.22304], [2.02510, -1.97027, 4.73517], [0.40910, -2.85593, 2.16822], [0.58210, 3.64540, -2.52296], [-4.99539, 1.62031, -0.73891], [-3.50579, 3.61244, 0.56981], [2.04907, -0.06503, 3.41305], [-3.24606, 1.97364, -2.75167], [2.48514, -0.65316, -0.08395], [-3.05059, 0.28450, -2.21985], [4.31763, 2.66092, 0.13074], [0.80521, 4.68898, -4.76856], [5.89311, 1.04459, 0.20126], [1.06029, 0.79661, -4.28655], [4.17573, -3.67470, -1.40527], [-3.29897, -1.20741, 3.15632], [-3.49758, 0.03936, 4.39636], [-3.34176, -3.05589, -1.56819], [-1.64986, -3.72875, -3.33608], [1.12066, 2.74664, -5.76010], [-2.01378, -1.59676, -0.72845], [-2.54990, 2.56903, 2.98600], [-3.72131, 0.81133, 2.38445], [-0.18559, -2.34967, -2.61549], [1.19203, -3.21734, 0.46238], [5.28155, -2.55537, -0.61458], [-1.75351, 1.47726, -1.95069], [1.71952, -3.46133, -1.21970], [0.70230, 1.52040, -1.82116], [-4.08118, -1.02749, -0.34400], [-4.16133, 2.96442, 2.33368]],
  "forces_ev_per_a": [[0.0, 0.2, 0.1], [-0.2, -0.3, 1.0], [0.0, 0.1, 0.1], [0.1, 0.0, -0.1], [0.1, -0.1, 0.1], [0.1, 0.1, 0.1], [0.2, -0.2, -0.3], [-0.3, -0.9, 0.6], [-0.1, 0.1, 0.0], [-0.5, -0.5, -0.1], [0.3, -0.1, 0.1], [-0.2, -0.1, -0.1], [0.1, 0.3, 0.1], [0.0, -0.2, 0.2], [0.7, 0.4, -0.2], [-0.2, 0.4, 0.9], [0.3, 0.0, -0.1], [0.0, -0.3, -0.3], [0.1, 0.6, -2.2], [0.1, 0.0, 0.5], [0.0, 0.1, 0.0], [-0.3, -0.1, 0.3], [0.1, 0.4, -0.4], [0.6, 0.1, 0.1], [0.5, 0.1, -0.1], [0.1, 0.0, 0.2], [0.1, -0.3, -0.8], [-0.2, -0.1, 0.1], [-1.0, 1.5, -0.9], [0.3, -0.7, -0.6], [0.0, 1.4, -0.1], [0.0, -0.2, 0.3], [-0.1, -0.1, 0.2], [0.1, 0.1, 0.0], [-0.2, 0.3, 0.2], [-0.2, 0.0, 0.0], [-0.9, 0.1, 0.2], [1.3, 0.3, -5.0], [0.2, 0.1, 0.0], [0.5, 0.5, 0.7], [0.2, 0.2, 0.0], [0.1, 0.1, -0.3], [1.3, 0.7, 0.1], [0.1, -0.6, 0.0], [0.4, 0.3, -0.4], [0.1, 0.0, -0.3], [0.1, 0.0, -0.2], [0.2, -0.3, 0.2], [-0.2, -0.1, 0.3], [-0.2, 0.2, 0.1], [0.0, 0.0, 0.1], [-0.2, 0.0, -0.4], [0.1, -0.1, 0.0], [0.4, -0.1, 0.1], [2.3, 6.7, 3.7], [0.2, 0.0, -0.1], [0.2, 0.2, 0.2], [-0.2, 0.0, -0.1], [0.2, -0.7, 0.1], [0.0, -0.1, -0.2], [-0.1, -0.2, 0.3], [0.2, -0.2, -0.2], [0.5, 0.1, -0.1], [-0.5, -0.4, -0.1], [0.3, -0.6, -0.3], [-0.4, 0.8, 0.9], [-1.6, -6.5, -3.6], [-0.1, 0.0, 0.0], [-0.3, 0.4, 0.2], [0.1, 0.1, -0.5], [-0.2, 0.3, -0.3], [0.1, -0.1, -0.3], [-0.5, -0.1, 0.0], [0.0, -0.1, 0.1], [-0.9, -0.2, -0.3], [0.0, 0.2, 0.0], [-0.3, -0.2, 0.0], [0.1, -0.6, -0.1], [-0.2, -0.2, 0.0], [0.0, 0.4, -0.2], [0.1, 0.2, 0.0], [0.0, 0.2, 0.0], [0.0, 0.0, -0.3], [0.2, 0.2, -0.2], [0.0, 0.0, 0.0], [-0.1, 0.3, 0.8], [-0.5, -0.8, 0.0], [-0.4, 0.0, 0.1], [0.0, 0.2, -0.3], [-0.7, -0.5, -0.5], [0.1, 0.0, -0.2], [-0.2, 0.0, -0.2], [-0.3, -0.1, 0.0], [0.1, 0.0, 0.3], [-1.8, -1.8, 6.7], [0.5, -0.1, 0.2], [0.1, -0.2, 0.2]],
  "lowdin_charge": [0.084, -0.310, 0.092, 0.065, 0.047, 0.094, 0.069, 0.061, 0.060, 1.087, -0.074, 0.095, 0.082, 0.112, -0.061, 0.124, 0.119, 0.111, -0.223, -0.668, 0.124, -0.085, 0.086, 0.112, -0.140, 0.094, -0.042, 0.063, -0.351, 0.404, -0.040, 0.097, -0.086, -0.090, 0.064, 0.068, -0.140, 0.131, -0.095, -0.670, -0.082, 0.099, -0.364, -0.105, -0.133, 0.097, 0.079, 0.062, 0.116, 0.073, -0.043, -0.150, -0.096, 0.057, 0.211, -0.117, 0.084, -0.088, -0.075, 0.123, 0.058, 0.052, 0.039, -0.663, -0.258, -0.060, -0.042, 0.116, 0.106, 0.129, -0.084, 0.062, 0.119, 0.097, 1.083, 0.086, 0.091, 0.120, 0.091, 0.010, 0.087, 0.078, 0.099, 0.109, 0.110, -0.044, -0.347, 0.042, -0.680, -0.065, 0.060, 0.073, 0.051, 0.071, -0.167, 0.083, 0.072]
}

(3)
{
  "formula": "C4H16NO6",
  "method": "wB97M-V/def2-TZVPD",
  "lumo_energy_ev": 3.3,
  "homo_lumo_gap_ev": 8.6454,
  "e_above_lowest_kcal_mol": 67.8,
  "homo_energy_ev": -5.336,
  "charge": -1,
  "energy_ha": -668.182145,
  "multiplicity": 1,
  "species": ["H", "C", "H", "H", "C", "C", "O", "H", "N", "O", "O", "H", "H", "O", "C", "H", "H", "H", "O", "H", "H", "H", "H", "H", "H", "O", "H"],
  "xyz": [[1.40790, -2.72753, -2.23462], [-0.67114, 0.72753, 0.78704], [-0.66143, 0.04056, -2.98861], [0.40848, 0.99504, 0.36596], [-1.08723, -0.05747, -0.52670], [0.41000, 0.35197, 3.04432], [-0.47697, 0.60813, -3.73520], [-0.45104, -2.30252, 2.36251], [-0.57823, -0.24996, 1.99898], [-0.01456, -0.33068, -1.11363], [2.85203, 1.13620, -1.27545], [0.37470, -0.23346, 3.94657], [1.41109, 0.38351, 2.71819], [1.44666, -3.07336, -1.32583], [-0.20789, -1.59761, 1.50825], [-1.28066, 1.58653, 1.06621], [-2.63180, 1.88927, -0.05087], [-2.13714, 2.55919, -1.21274], [-2.19583, -0.03101, -1.02424], [1.92660, 0.78790, -1.41504], [0.18034, 1.39575, 3.19875], [0.36270, 0.87775, -3.24761], [0.90516, -1.70320, 1.10595], [3.47641, 0.28269, -1.44823], [0.84924, -2.29572, -0.90913], [-2.63282, 2.64217, -0.38725], [-0.98456, -1.66167, 0.79242]],
  "forces_ev_per_a": [[0.2, -0.4, 0.2], [2.1, -1.8, 0.7], [-1.4, -1.1, 0.6], [-2.1, 0.2, 1.7], [1.1, 3.0, 0.5], [-2.3, -0.9, -1.7], [2.4, 0.9, 0.9], [0.7, 0.5, -1.0], [1.9, 2.3, 0.0], [1.4, -1.8, -1.6], [1.2, -3.3, -0.9], [-0.3, -0.1, 0.5], [1.5, -0.4, -0.9], [-2.0, 2.9, 0.7], [1.3, 0.8, 2.1], [0.3, -0.2, 0.1], [-0.3, -10.7, 4.3], [-0.3, -0.1, 0.2], [-1.6, -0.7, 0.2], [1.1, 0.1, 0.4], [-0.6, 0.2, 0.3], [-1.0, 0.3, -1.6], [-2.3, 0.1, 0.7], [-2.5, 3.1, 0.6], [1.8, -2.3, -1.0], [0.0, 11.2, -5.0], [-0.2, -1.4, -1.1]],
  "lowdin_charge": [0.017, -0.084, -0.030, 0.141, -0.740, -0.087, -0.104, 0.092, -0.223, -0.131, -0.158, 0.056, 0.045, -0.151, -0.126, 0.087, -0.149, 0.064, 0.022, 0.003, 0.062, 0.044, 0.118, 0.110, 0.056, 0.020, 0.048]
}

(4)
{
  "formula": "O5S2",
  "method": "wB97M-V/def2-TZVPD",
  "lumo_energy_ev": 6.6,
  "homo_lumo_gap_ev": 5.7280,
  "e_above_lowest_kcal_mol": 23.5,
  "homo_energy_ev": 0.835,
  "charge": -2,
  "energy_ha": -1172.536828,
  "multiplicity": 1,
  "species": ["O", "O", "S", "O", "O", "O", "S"],
  "xyz": [[0.42051, 0.50098, -1.26833], [0.39402, -0.78510, 0.76668], [-1.34961, -0.43341, 0.53906], [2.66747, -0.04710, -0.16676], [-1.64346, 0.92648, 1.01698], [-1.70034, -0.65467, -0.86949], [1.21141, 0.49284, -0.01815]],
  "forces_ev_per_a": [[1.7, 0.7, -0.4], [0.0, 1.2, -0.7], [-1.7, -2.7, 1.4], [-2.3, 0.5, 0.1], [0.5, 1.0, -0.2], [-0.4, 0.0, -0.1], [2.2, -0.7, -0.2]],
  "lowdin_charge": [-0.580, -0.680, 0.525, -0.654, -0.583, -0.566, 0.538]
}

(5)
{
  "formula": "C3H4O4S",
  "method": "wB97M-V/def2-TZVPD",
  "lumo_energy_ev": 0.3,
  "homo_lumo_gap_ev": 11.7031,
  "e_above_lowest_kcal_mol": 27.0,
  "homo_energy_ev": -11.387,
  "energy_ha": -815.829877,
  "multiplicity": 1,
  "species": ["O", "H", "H", "H", "C", "S", "C", "O", "H", "O", "C", "O"],
  "xyz": [[0.46244, -1.66046, -0.06753], [-1.92907, 0.39489, 0.54928], [0.15075, 1.09023, 1.53344], [-1.34671, 0.72874, -1.09916], [0.15601, 0.97039, 0.43472], [1.37236, -0.27651, 0.01848], [-0.77232, -1.22737, -0.32533], [-1.70636, -1.89380, -0.63971], [0.34596, 1.92533, -0.01604], [2.40551, -0.33418, 1.05058], [-1.09393, 0.27520, -0.13579], [1.95537, 0.00754, -1.30293]],
  "forces_ev_per_a": [[1.0, 1.2, 0.4], [-0.1, -0.4, -0.2], [0.0, -0.3, -0.5], [-0.1, -0.4, 0.1], [-1.0, -1.4, 0.6], [6.4, 2.4, -0.8], [-4.0, 1.3, -0.3], [0.6, -1.3, -0.1], [0.7, 0.1, -0.4], [-2.4, -0.9, -0.7], [1.2, 0.6, 0.3], [-2.2, -0.9, 1.7]],
  "lowdin_charge": [-0.025, 0.130, 0.121, 0.137, -0.183, 0.742, -0.536, 0.158, 0.109, -0.279, -0.099, -0.275]
}

Please write out number 5 again, unchanged.
{
  "formula": "C3H4O4S",
  "method": "wB97M-V/def2-TZVPD",
  "lumo_energy_ev": 0.3,
  "homo_lumo_gap_ev": 11.7031,
  "e_above_lowest_kcal_mol": 27.0,
  "homo_energy_ev": -11.387,
  "energy_ha": -815.829877,
  "multiplicity": 1,
  "species": ["O", "H", "H", "H", "C", "S", "C", "O", "H", "O", "C", "O"],
  "xyz": [[0.46244, -1.66046, -0.06753], [-1.92907, 0.39489, 0.54928], [0.15075, 1.09023, 1.53344], [-1.34671, 0.72874, -1.09916], [0.15601, 0.97039, 0.43472], [1.37236, -0.27651, 0.01848], [-0.77232, -1.22737, -0.32533], [-1.70636, -1.89380, -0.63971], [0.34596, 1.92533, -0.01604], [2.40551, -0.33418, 1.05058], [-1.09393, 0.27520, -0.13579], [1.95537, 0.00754, -1.30293]],
  "forces_ev_per_a": [[1.0, 1.2, 0.4], [-0.1, -0.4, -0.2], [0.0, -0.3, -0.5], [-0.1, -0.4, 0.1], [-1.0, -1.4, 0.6], [6.4, 2.4, -0.8], [-4.0, 1.3, -0.3], [0.6, -1.3, -0.1], [0.7, 0.1, -0.4], [-2.4, -0.9, -0.7], [1.2, 0.6, 0.3], [-2.2, -0.9, 1.7]],
  "lowdin_charge": [-0.025, 0.130, 0.121, 0.137, -0.183, 0.742, -0.536, 0.158, 0.109, -0.279, -0.099, -0.275]
}

Which formula does entry 5 have? C3H4O4S